# 1
The following is a DFT calculation (ωB97M-V with the def2-TZVPD basis set) of a molecular structure, C25H35Br24F5NO3P2SSi in a non-equilibrium geometry.

Atoms and positions in Å:
C 4.31419 -4.46821 1.07869
C 3.25103 -5.51842 0.66322
P 1.49089 -5.13743 1.05695
C 1.32309 -4.22322 2.65800
C 1.45107 -2.68890 2.65136
P 0.45052 -4.01035 -0.56684
O 1.49408 -4.77619 -1.89373
C 2.46339 -4.06551 -2.27144
N 3.37741 -3.38112 -2.47460
C -0.51906 -2.96243 -1.85497
F -1.84834 -2.92929 -1.51766
F -0.48163 -3.45226 -3.13113
C 0.00415 -1.53224 -1.93730
C -0.70899 -0.54742 -1.00785
Si 0.34108 1.02009 -0.83870
C 1.90504 0.48160 0.05276
C 0.72438 1.69313 -2.54460
C -0.75640 2.19763 0.18440
C -0.49402 2.61067 1.48789
C -1.41506 3.42013 2.12882
C -2.58627 3.81691 1.52866
C -2.83249 3.42057 0.23155
C -1.92728 2.61822 -0.43861
S -1.17850 -5.69959 -0.85103
O -0.69773 -6.91929 -0.23171
O -1.55322 -5.94298 -2.23227
C -2.77713 -5.32816 0.10343
F -3.19443 -6.47780 0.64579
F -2.61233 -4.46650 1.10359
F -3.74815 -4.91787 -0.70319
H 4.60667 -3.90178 0.19863
H 3.97856 -3.83315 1.88974
H 5.20243 -4.99762 1.41149
H 3.39001 -5.76016 -0.38478
H 3.47354 -6.43647 1.20350
H 2.09395 -4.64065 3.30702
H 0.38020 -4.55223 3.07959
H 0.95526 -2.29055 3.53941
H 0.98745 -2.23354 1.78449
H 2.49257 -2.39325 2.73992
H -0.31735 -3.34251 0.46014
H 1.41697 -2.95578 -0.45845
H 1.07853 -1.49003 -1.79431
H -0.18138 -1.21314 -2.96227
H -0.81414 -0.93043 0.00620
H -1.67488 -0.23297 -1.39489
H 2.48758 1.29925 0.45238
H 2.49062 -0.09976 -0.65783
H 1.60595 -0.22043 0.82908
H 1.46230 1.02835 -2.99298
H 1.10753 2.70837 -2.56217
H -0.16231 1.60228 -3.16947
H 0.36446 2.35723 2.10026
H -1.20586 3.71782 3.14716
H -3.30052 4.42236 2.06154
H -3.76589 3.70279 -0.26076
H -2.16753 2.30464 -1.44307
C -7.71013 3.79390 0.60800
Br -5.83561 3.90257 1.04615
Br -8.04081 3.57849 -1.27212
Br -8.52571 2.37995 1.62151
H -8.17286 4.72392 0.90199
C -7.69033 -1.74689 0.80259
Br -9.46608 -1.11892 0.38056
Br -6.33552 -0.46278 0.33560
Br -7.55265 -2.28848 2.64206
H -7.51213 -2.62287 0.19699
C 7.88133 -5.05301 3.63946
Br 6.06403 -4.75001 4.19188
Br 8.17492 -4.56672 1.80335
Br 9.13144 -4.16724 4.81027
H 8.06708 -6.11299 3.72286
C -7.36062 1.55954 -4.91724
Br -9.18447 2.13045 -5.17137
Br -6.13928 2.95329 -5.44411
Br -7.07535 0.95670 -3.11633
H -7.19467 0.71804 -5.57299
C 4.01018 1.91734 4.06305
Br 4.72441 3.61366 4.63406
Br 3.87360 0.67261 5.52363
Br 2.32932 2.12635 3.14706
H 4.70951 1.50001 3.35341
C -2.95480 3.31019 -6.92145
Br -2.43405 4.49129 -5.49402
Br -2.95962 4.21926 -8.62021
Br -1.89431 1.70990 -6.97412
H -3.97274 3.01137 -6.71722
C 2.52000 6.68558 2.38222
Br 1.59213 6.14831 3.98121
Br 4.07390 7.74805 2.78259
Br 2.96517 5.18091 1.27538
H 1.84312 7.30815 1.81704
C 7.45608 8.64335 -0.17977
Br 5.71744 8.49810 -0.98871
Br 7.68528 10.33510 0.71153
Br 7.82098 7.16625 0.99708
H 8.18259 8.60233 -0.97700

Results
Kohn-Sham gap: 5.224 eV
Net charge: -1

***

# 2
The following is a DFT calculation (ωB97M-V with the def2-TZVPD basis set) of a molecular structure, C25H35Cl2N4O3RuSe in a non-equilibrium geometry.

Atoms and positions in Å:
O 0.37327 -2.47654 0.88107
C 1.55627 -2.70679 1.28790
C 1.62105 -4.04963 1.88113
C 0.50268 -4.48386 2.65422
H -0.25340 -3.74875 2.94137
C 0.34520 -5.82174 3.00181
H -0.52297 -6.13538 3.60849
C 1.29951 -6.77044 2.60900
H 1.20069 -7.81930 2.92970
C 2.38729 -6.36341 1.81736
H 3.11695 -7.11235 1.49886
C 2.54394 -5.03147 1.46039
H 3.36338 -4.71866 0.81687
H 2.46814 -2.19920 0.89961
C 2.11951 -0.67706 2.86441
C 1.93128 -0.54397 1.42108
H 2.37523 0.30507 3.27923
H 2.98144 -1.33180 3.10344
H 1.21453 -1.02444 3.36886
C 2.45361 0.39715 0.59299
C 3.45526 1.44562 0.97219
H 2.07384 0.48963 -0.42680
H 3.91113 1.29538 1.95934
H 2.97520 2.44102 0.97429
H 4.26814 1.51351 0.23225
Ru -0.40357 -0.79627 0.34518
Cl -1.55449 -0.97677 2.41603
Cl 0.92909 -1.12543 -1.53376
H -3.43703 -4.81780 0.50386
H -5.15425 -3.68984 1.37425
C -2.77945 -3.97064 0.30131
C -4.71686 -2.69540 1.28062
N -3.60149 -2.76522 0.33926
H -2.32422 -4.06518 -0.69050
C -3.20707 -1.64664 -0.27809
O -2.09699 -1.51834 -0.87313
H -5.45734 -1.99227 0.89225
H -3.90954 -0.79387 -0.21116
H -1.98765 -3.94355 1.06344
H -4.38386 -2.35159 2.26802
H 1.15734 2.39866 -5.10292
H 0.03491 -0.59635 -5.74006
C 1.53791 1.67089 -4.37133
C 0.67564 -0.60740 -4.84506
N 0.55710 0.63901 -4.10830
H 1.80676 2.20125 -3.44904
C -0.49118 0.88049 -3.29591
O -0.67101 1.96257 -2.71635
H 0.38262 -1.44360 -4.20096
H -1.16543 0.01268 -3.16795
H 2.41756 1.17459 -4.79656
H 1.72017 -0.71725 -5.15513
C -2.57049 3.54105 -1.24965
N -1.33964 3.81605 -0.55105
C -0.71776 2.93109 0.25650
Se -1.53436 1.33627 0.75325
N 0.36131 3.58365 0.79731
C 0.38565 4.92076 0.36143
C 1.03637 6.03080 0.87904
C 0.57984 7.30276 0.46961
C -0.49920 7.42535 -0.42949
C -1.14333 6.29649 -0.94156
C -0.68486 5.05200 -0.51524
H -3.36943 3.29161 -0.54283
H -2.39210 2.70717 -1.93559
H -2.83696 4.43831 -1.80678
H 0.97793 3.16495 1.48741
H 1.86750 5.89812 1.57895
H 1.05332 8.19935 0.85746
H -0.83346 8.42240 -0.71372
H -1.97915 6.34248 -1.63211

Results
2S+1: 6
Energy above the lowest of the compared OMol25 structures with the same formula, charge and spin: 57.3 kcal/mol
<S²>: 8.789
Kohn-Sham gap (spin up / spin down): 4.949 / 7.165 eV

***

# 3
The following is a DFT calculation (ωB97M-V with the def2-TZVPD basis set) of a molecular structure, C25H35MoN6O2.

Atoms and positions in Å:
Mo -0.43443 0.30852 0.38151
N -0.62775 -2.84190 -3.04247
C 0.19228 -3.95354 -2.58360
C 0.15149 -4.09877 -1.07012
N 0.47690 -2.89760 -0.33085
C 0.18354 -3.03502 1.08466
C -1.27187 -2.76389 1.41666
N -1.69399 -1.42600 0.95529
C 1.79517 -2.33422 -0.60342
C 1.76210 -1.12488 -1.55538
N 0.46051 -0.44405 -1.51222
H -1.49941 -2.73761 -2.52194
H -0.84306 -2.91568 -4.02695
H 1.22537 -3.79060 -2.90950
H -0.11315 -4.92584 -2.99657
H 0.82066 -4.93640 -0.79202
H -0.86193 -4.39978 -0.78609
H 0.76324 -2.28318 1.61639
H 0.46526 -4.03127 1.47032
H -1.37905 -2.82233 2.50208
H -1.93485 -3.52125 0.98604
H -2.34928 -1.01875 1.61626
H -2.19626 -1.49818 0.05216
H 2.46788 -3.09983 -1.01634
H 2.23205 -2.00003 0.33617
H 1.98029 -1.43647 -2.58371
H 2.52581 -0.41419 -1.23816
H -0.21870 -1.06828 -1.95461
H 0.49753 0.38302 -2.10308
C -4.58238 -1.68036 -3.10522
C -3.60326 -0.85804 -2.28010
O -2.80610 -1.53235 -1.56087
C -3.67812 0.52455 -2.40084
C -2.86232 1.52350 -1.78023
C -3.02642 2.94307 -2.26889
N -2.01480 1.28037 -0.83234
N -1.13709 2.34646 -0.46500
C -1.06820 2.49409 0.87306
O -1.63762 1.71272 1.70598
C -0.18273 3.59313 1.36534
C 0.48327 3.42168 2.57329
C 1.33119 4.41298 3.04118
C 1.49907 5.58531 2.31508
C 0.82559 5.76135 1.11355
C -0.01083 4.76276 0.63439
H -5.18804 -2.28884 -2.42998
H -4.02142 -2.36894 -3.74158
H -5.24129 -1.07251 -3.72417
H -4.41963 0.90388 -3.09121
H -3.77353 2.99810 -3.05810
H -2.07300 3.32364 -2.63678
H -3.32424 3.59391 -1.44477
H 0.36084 2.48776 3.10543
H 1.87880 4.25822 3.96204
H 2.16411 6.35826 2.68171
H 0.95732 6.67422 0.54511
H -0.52777 4.87439 -0.30983
C 1.14678 0.24625 1.31730
C 2.34782 0.33624 2.01124
C 3.32043 1.35822 1.72126
C 4.51438 1.43085 2.39675
C 4.85524 0.50995 3.40076
C 3.92754 -0.49691 3.70021
C 2.72128 -0.59238 3.04486
H 3.08264 2.09170 0.95830
H 5.20832 2.22702 2.14269
H 5.79987 0.57563 3.92470
H 4.15715 -1.22101 4.47674
H 2.02083 -1.37090 3.32845

Results
2S+1: 3
Energy above the lowest of the compared OMol25 structures with the same formula, charge and spin: 13.1 kcal/mol
<S²>: 2.065
Kohn-Sham gap (spin up / spin down): 3.927 / 5.975 eV
Net charge: -1

***

E_tot across the listed records, respectively: -64900.03405; -4834.88884; -1520.81130 Eh.